Computed, not measured: 2 unconnected molecules or ions with the total composition C3H5N3O3 in a non-equilibrium geometry, with ωB97M-V with the def2-TZVPD basis set.

Each line ends with the Mulliken charge.
Atoms and positions in Å:
C 0.237 -0.982 -0.812  0.07
C -0.501 0.780 0.401  0.41
C 1.242 -0.218 -0.575  0.39
H -0.315 -2.089 -2.495  0.31
H -0.605 -3.107 -0.912  0.32
H -2.325 -0.268 2.684  0.25
H 0.872 2.052 -0.260  0.28
H 2.957 -1.102 -1.201  0.41
N 0.000 -2.273 -1.415  -0.57
N -0.902 1.413 1.462  -0.38
N 0.738 1.099 0.065  -0.13
O -1.028 -0.391 -0.135  -0.36
O -2.196 1.126 1.974  -0.42
O 2.561 -0.066 -0.925  -0.58

Calculated values
energy relative to the best compared isomer or geometry (same formula, charge and spin)	210.8	kcal/mol
gap between HOMO and LUMO	8.00	eV

Computed, not measured: a single C3H5N3O8 molecule in a non-equilibrium geometry, with ωB97M-V with the def2-TZVPD basis set.

Each line ends with the Mulliken charge.
Atoms and positions in Å:
C -0.480 -0.839 0.317  -0.75
C -1.647 -0.102 -0.258  0.13
C 0.833 0.037 0.306  0.26
N 0.762 1.343 1.248  0.93
N 1.132 0.656 -1.113  0.82
N 1.951 -0.856 0.759  1.02
O -0.191 1.465 1.953  -0.58
O 1.276 1.835 -1.287  -0.55
O 1.533 -1.751 1.433  -0.56
O 1.754 1.986 1.210  -0.51
O 1.247 -0.196 -1.947  -0.47
O 3.036 -0.579 0.387  -0.55
O -2.813 -0.787 0.032  -0.54
O -1.520 0.002 -1.665  -0.57
H -0.658 -1.119 1.347  0.37
H -0.128 -1.603 -0.294  0.55
H -1.830 0.778 0.311  0.36
H -3.172 -1.065 -0.820  0.34
H -1.086 0.793 -1.922  0.32

Calculated values
SMILES	O=[N+]([O-])C(CC(O)O)([N+](=O)[O-])[N+](=O)[O-]
energy relative to the best compared isomer or geometry (same formula, charge and spin)	0.0	kcal/mol
gap between HOMO and LUMO	9.73	eV

Computed, not measured: a single C3H5N3OS molecule in a non-equilibrium geometry, with ωB97M-V with the def2-TZVPD basis set.

Each line ends with the Mulliken charge.
Atoms and positions in Å:
C -0.054 1.351 -0.136  0.36
C -0.380 -1.144 -0.183  0.15
C 1.825 -0.380 -0.292  -0.23
H -1.717 0.512 0.826  0.35
H -1.516 2.214 0.801  0.30
H 0.248 -2.005 -0.464  0.24
H -2.061 -1.915 0.250  0.25
H 2.032 -1.382 -1.006  0.22
N -0.977 1.376 0.902  -0.53
N 0.502 -0.123 -0.372  0.10
N -1.557 -0.956 0.103  -0.54
O 0.382 2.225 -0.804  -0.44
S 3.274 0.226 0.374  -0.21

Calculated values
SMILES	[H]/N=C/N(C=S)C(N)=O
energy relative to the best compared isomer or geometry (same formula, charge and spin)	58.7	kcal/mol
gap between HOMO and LUMO	8.54	eV

Computed, not measured: a single C3H5N3OS molecule in a non-equilibrium geometry, with ωB97M-V with the def2-TZVPD basis set.

Each line ends with the Mulliken charge.
Atoms and positions in Å:
C -0.187 0.979 -0.883  0.25
C 2.124 -0.462 -0.204  0.70
C -1.723 -0.520 0.394  -0.60
N 1.028 1.293 -1.319  -0.91
N 2.068 0.577 -0.950  0.29
N -0.548 -0.114 -0.273  -0.54
O 2.332 -1.395 0.462  -0.31
S -1.805 -0.159 2.184  -0.22
H -0.952 1.786 -1.297  0.32
H -1.710 -1.615 0.591  0.26
H -2.602 -0.135 -0.074  0.40
H 2.960 0.908 -1.232  0.27
H -0.984 -1.144 2.600  0.11

Calculated values
energy relative to the best compared isomer or geometry (same formula, charge and spin)	109.7	kcal/mol
gap between HOMO and LUMO	7.81	eV

Computed, not measured: 2 unconnected molecules or ions with the total composition C3H5N3OS2 in a non-equilibrium geometry, with ωB97M-V with the def2-TZVPD basis set.

Each line ends with the Mulliken charge.
Atoms and positions in Å:
C 1.196 -2.248 -0.644  0.54
C 0.190 1.223 1.027  -0.54
C -0.856 1.147 -0.041  0.37
N -1.387 -0.010 -0.095  -0.39
N -1.092 -1.026 0.825  -0.29
N 1.474 -1.084 -0.744  -0.37
O 1.132 -3.361 -0.306  -0.43
S 0.168 -0.303 1.878  -0.10
S -1.078 2.562 -1.044  -0.23
H 1.180 1.465 0.578  0.30
H -0.101 2.069 1.682  0.43
H -0.721 -1.803 0.374  0.28
H 1.358 -0.357 -1.452  0.28
H -1.464 1.724 -2.039  0.16

Calculated values
SMILES	SC1=NNSC1.N=C=O
energy relative to the best compared isomer or geometry (same formula, charge and spin)	30.5	kcal/mol
gap between HOMO and LUMO	8.63	eV

Computed, not measured: 2 unconnected molecules or ions with the total composition C3H5N3S in a non-equilibrium geometry, with ωB97M-V with the def2-TZVPD basis set.

Each line ends with the Mulliken charge.
Atoms and positions in Å:
C 0.886 -0.380 1.010  -0.33
C 0.976 0.824 0.272  -0.10
C -2.330 0.361 -0.197  -0.38
N 1.233 -1.378 0.205  -0.47
N 1.567 -0.757 -0.912  0.29
N 1.362 0.547 -0.913  -0.56
S -2.001 -0.911 0.799  -0.11
H 0.480 -0.479 2.058  0.46
H 0.953 1.824 0.676  0.42
H -2.538 0.278 -1.350  0.24
H -2.218 1.352 0.112  0.28
H 1.632 -1.282 -1.761  0.25

Calculated values
SMILES	c1cn[nH]n1.C=S
energy relative to the best compared isomer or geometry (same formula, charge and spin)	67.2	kcal/mol
gap between HOMO and LUMO	8.44	eV

Computed, not measured: a single C3H5N3S2 molecule in a non-equilibrium geometry, with ωB97M-V with the def2-TZVPD basis set.

Each line ends with the Mulliken charge.
Atoms and positions in Å:
C -0.791 0.449 0.789  0.26
C 0.564 -0.105 -1.223  0.12
C 2.206 -0.983 0.367  -0.30
H -2.641 0.848 -1.416  0.18
H -0.088 -0.114 1.466  0.15
H -2.184 0.517 2.094  0.24
H 0.303 -0.193 -2.293  0.40
H 3.047 -0.406 0.642  0.32
N -0.406 0.623 -0.508  -0.13
N -1.973 0.809 1.165  -0.60
N 1.604 -0.611 -0.723  -0.21
S -1.409 1.521 -1.601  -0.19
S 1.769 -2.354 1.242  -0.25

Calculated values
SMILES	[H]/N=C/N(S)/C=N\C=S
energy relative to the best compared isomer or geometry (same formula, charge and spin)	46.7	kcal/mol
gap between HOMO and LUMO	8.72	eV

Computed, not measured: a single C3H5N3S4 molecule in a non-equilibrium geometry, with ωB97M-V with the def2-TZVPD basis set.

Each line ends with the Mulliken charge.
Atoms and positions in Å:
C 0.863 1.221 -0.796  0.11
C -0.924 0.878 0.738  0.53
C 0.646 -1.082 0.051  -0.17
N -0.396 1.563 -0.348  -0.19
N 1.210 -0.107 -0.796  -0.17
N -0.317 -0.267 1.058  -0.28
S 1.818 2.358 -1.518  -0.41
S -2.430 1.226 1.224  -0.27
S -0.316 -2.401 -0.937  -0.26
S -0.909 -1.180 2.346  -0.12
H 1.288 -1.593 0.613  0.53
H -0.545 2.531 -0.287  0.27
H 2.136 -0.211 -1.160  0.20
H 0.066 -1.983 -2.209  0.15
H -2.190 -0.952 2.020  0.09

Calculated values
2S+1	3
gap between HOMO and LUMO (alpha / beta)	6.25 / 5.50	eV

Computed, not measured: a gas-phase ion, C3H5N4 (charge +1) in a non-equilibrium geometry, with ωB97M-V with the def2-TZVPD basis set.

Each line ends with the Mulliken charge.
Atoms and positions in Å:
C 0.244 -0.353 0.754  0.51
C -1.106 0.147 -0.238  0.59
C 1.536 -0.423 0.223  -1.10
N -0.276 -0.185 1.895  0.04
N -1.928 0.629 0.706  -0.18
N -1.313 0.610 1.860  -0.17
N -0.938 0.279 -1.477  -0.22
H 2.204 -0.207 1.079  0.36
H 1.612 0.185 -0.721  0.34
H 1.695 -1.431 -0.099  0.36
H -0.008 0.434 -1.822  0.17
H -1.722 0.315 -2.159  0.31

Calculated values
charge	+1
2S+1	3
energy relative to the best compared isomer or geometry (same formula, charge and spin)	0.0	kcal/mol
gap between HOMO and LUMO (alpha / beta)	9.77 / 6.94	eV

Computed, not measured: a gas-phase ion, C3H5N4 (charge +1) in a non-equilibrium geometry, with ωB97M-V with the def2-TZVPD basis set.

Each line ends with the Mulliken charge.
Atoms and positions in Å:
C 0.764 -0.095 -0.097  0.70
C -2.644 0.501 0.042  -0.18
C 1.948 -1.012 0.044  -0.95
N -0.485 -0.531 -0.107  -0.25
N 0.935 1.185 -0.141  0.54
N 0.909 2.311 -0.119  -0.46
N -1.547 0.062 -0.310  0.05
H -2.826 0.832 0.971  0.29
H -3.531 0.697 -0.556  0.27
H 1.400 -2.020 0.127  0.33
H 2.464 -0.748 0.921  0.32
H 2.613 -1.181 -0.774  0.35

Calculated values
charge	+1
2S+1	3
energy relative to the best compared isomer or geometry (same formula, charge and spin)	2.7	kcal/mol
gap between HOMO and LUMO (alpha / beta)	7.59 / 7.46	eV